111
Properties=species:S:1:pos:R:3 method="wB97M-V/def2-TZVPD" homo_lumo_gap_ev=7.946 mol_weight_g_mol=1282.82 total_energy_ha=-11920.72969
Cl -5.86336 -0.19130 -8.10032
Cl 7.33608 -2.33376 -6.01632
Cl -6.44346 3.17339 -7.99802
Cl -3.34958 -0.44368 8.13125
Cl -0.53729 0.81388 13.32159
Cl 5.54232 1.03880 -2.84192
Cl -0.86199 3.43923 0.05450
Cl -0.93057 2.42733 -6.27783
Cl -2.83932 -2.24269 5.28818
Cl -1.02474 -0.11411 3.75586
Cl -3.28415 -1.20416 -2.99811
Cl -2.01126 4.89619 3.51088
Cl 6.52606 -4.32309 -3.36938
Cl 3.61435 2.37243 -0.37527
Cl -0.18946 0.44954 -1.43708
Cl 0.30302 6.83782 1.93330
Cl -3.16757 4.01156 -8.29809
Cl -3.37802 3.68914 -4.27759
Cl -6.14804 2.43888 -2.73100
Cl -2.83667 -2.16329 0.21841
Cl 2.19562 -0.70610 2.83019
Cl 0.28204 1.52495 10.08772
S -1.53115 -5.68027 1.61882
O 3.29475 -2.03368 0.12431
N -0.98380 -5.76098 0.04415
N -0.49959 -4.55315 2.30042
C -0.83842 2.59663 -8.04830
C 0.31284 -4.20429 1.24219
C -4.93140 1.03162 -7.19633
C 0.84741 -4.56156 -1.36510
C -4.32921 -2.18537 6.26024
C 0.30351 -0.67151 4.80448
C 1.63454 -0.07737 4.40095
C -1.64203 0.87572 11.92524
C -4.49593 1.76854 -2.68144
C 4.53436 -5.33430 -0.01647
C 1.46557 -3.22366 1.24069
C 2.22197 -2.94650 0.04501
C -4.55453 -0.82122 6.87196
C 1.92228 -3.59756 -1.31154
C 7.56480 -1.96345 -4.28920
C -5.80556 2.15219 -6.68101
C 4.79293 2.65504 -2.82654
C 4.74662 3.24589 -1.43655
C -0.23289 1.96640 0.83855
C -3.47857 -3.16538 -1.10822
C 5.04438 -3.84201 -0.31466
C 0.06477 -4.86505 -0.11106
C -1.98608 6.67451 3.42639
C -1.43790 7.17508 2.10863
C 7.90120 -3.19538 -3.48056
C -2.82427 -2.82657 -2.42728
C -3.43807 2.84850 -2.70666
C -0.98067 0.40043 10.65134
C 0.68683 1.18425 -0.06960
C -1.40272 3.91650 -8.52413
C 4.43565 -2.76087 0.66580
H 1.14737 0.36644 0.48612
H 2.39524 -0.33868 5.13756
H 0.31258 2.28985 1.72634
H 3.79642 2.56919 -3.25935
H 6.66052 -1.48049 -3.92465
H 4.17838 -3.27578 1.63680
H -5.53360 -0.78686 7.35090
H -1.72111 0.33284 9.85426
H 8.74651 -3.73558 -3.90619
H 4.89289 -3.58278 -1.39850
H 0.05365 -0.36484 5.82102
H -1.55774 8.25725 2.04595
H -2.00868 1.89727 11.82872
H 4.10706 -5.39652 1.01928
H -1.36303 1.75232 -8.49563
H -6.65248 1.77016 -6.11127
H 1.48148 1.81364 -0.47330
H -4.38539 1.08115 -3.51852
H 1.58570 1.00934 4.33418
H -3.27604 -4.20597 -0.85064
H 0.21576 2.52507 -8.31871
H 5.38896 -6.05217 -0.18827
H 1.75609 -2.69314 2.19583
H -1.73680 -2.86571 -2.35691
H -4.14398 1.40656 -7.84818
H -1.08268 1.36628 1.16201
H -1.21319 4.03481 -9.59184
H -0.52506 -0.58136 10.77836
H -3.14072 -3.53581 -3.19323
H 0.61328 -5.07104 -2.32796
H -2.45374 2.40579 -2.54648
H 4.40112 4.27920 -1.48612
H 8.38372 -1.24584 -4.22549
H -3.01615 7.01142 3.54956
H -4.51473 -0.03300 6.12058
H -1.40388 7.04565 4.26946
H -4.41524 1.19563 -1.75743
H -0.94850 4.75887 -8.00283
H -5.22350 2.80466 -6.03066
H 8.15792 -2.90941 -2.45960
H 6.16279 -3.88109 -0.13009
H 2.55962 -3.29157 -2.17235
H -4.46250 0.51494 -6.35736
H -5.15462 -2.43056 5.59077
H -3.60633 3.59419 -1.93021
H -2.48870 0.23065 12.16319
H -4.55920 -3.02773 -1.14560
H 5.72867 3.23816 -0.96416
H -1.95578 6.72433 1.26220
H 3.71889 -5.65129 -0.73102
H -4.26773 -2.96192 7.02249
H 5.24742 -2.01044 0.91072
H 5.39496 3.28919 -3.47805
H 0.32373 -1.76125 4.77253